Density functional theory data (ωB97M-V/def2-TZVPD) for a cluster of 15 separate species, C82H194O8 in total at a distorted geometry.

Last column: Mulliken charge in e.
Atoms and positions in Å:
1 C 21.658 24.522 21.266  -0.4967
2 O 22.642 24.427 22.289  -0.3011
3 C 22.190 24.587 23.642  1.1765
4 C 23.329 24.704 24.626  -0.4209
5 O 24.026 25.960 24.521  -0.3872
6 C 23.402 26.998 25.211  -0.7895
7 H 21.289 25.537 21.120  0.3329
8 H 20.786 23.940 21.564  0.1381
9 H 22.035 24.174 20.304  0.0219
10 H 21.547 23.762 23.950  -0.5469
11 H 21.678 25.549 23.666  0.3005
12 H 24.023 23.905 24.363  -0.2817
13 H 22.935 24.587 25.635  0.3692
14 H 24.071 27.858 25.243  0.3026
15 H 23.251 26.800 26.272  0.3104
16 H 22.415 27.305 24.867  0.2908
17 C 24.699 18.083 21.143  -0.5422
18 O 23.828 17.211 20.402  0.4332
19 C 24.131 17.147 18.996  -0.4528
20 C 23.241 16.140 18.297  0.0775
21 O 23.495 14.756 18.639  -0.5211
22 C 23.502 14.353 19.973  -0.2257
23 H 24.438 18.119 22.201  -0.7380
24 H 24.677 19.134 20.859  0.4572
25 H 25.736 17.770 21.021  0.4302
26 H 25.207 17.006 18.898  0.3782
27 H 23.905 18.082 18.484  0.1035
28 H 23.328 16.215 17.213  0.3745
29 H 22.211 16.356 18.581  -0.2817
30 H 22.597 14.718 20.460  -0.0282
31 H 24.325 14.809 20.522  0.1516
32 H 23.609 13.289 20.186  0.3946
33 C 27.166 21.322 21.063  -0.9755
34 O 26.014 21.349 21.848  0.1242
35 C 25.340 22.617 21.878  0.2455
36 C 26.132 23.755 22.696  -0.5525
37 O 27.392 24.156 22.066  -0.4113
38 C 28.361 24.868 22.855  -0.7567
39 H 27.598 20.321 21.083  0.2244
40 H 27.832 21.927 21.678  0.3175
41 H 27.127 21.724 20.051  0.3478
42 H 24.388 22.450 22.383  -0.5777
43 H 25.106 22.966 20.872  0.4727
44 H 26.467 23.348 23.650  0.3528
45 H 25.494 24.618 22.883  0.4223
46 H 29.099 25.216 22.131  0.2698
47 H 28.763 24.211 23.626  0.3166
48 H 27.970 25.804 23.254  0.2828
49 C 21.089 15.637 28.101  -0.3859
50 O 20.340 14.736 27.252  -0.4554
51 C 19.228 15.407 26.576  0.3240
52 C 18.663 14.452 25.534  -0.3418
53 O 18.167 13.285 26.183  -0.4413
54 C 17.276 12.473 25.456  -0.5213
55 H 20.526 15.894 28.998  0.2960
56 H 21.352 16.591 27.644  -0.1751
57 H 22.084 15.245 28.314  0.4218
58 H 19.572 16.356 26.165  -0.3416
59 H 18.440 15.609 27.302  0.5546
60 H 19.362 14.126 24.765  0.1631
61 H 17.832 15.017 25.109  0.2248
62 H 17.732 11.905 24.645  0.0282
63 H 16.353 12.935 25.105  0.2830
64 H 16.983 11.617 26.064  0.3612
65 C 18.964 18.247 30.288  0.0433
66 C 17.901 18.081 31.353  -1.3566
67 C 16.456 17.978 30.894  0.8127
68 C 15.438 17.647 32.044  -1.1098
69 C 13.980 17.902 31.627  0.2193
70 C 12.951 17.710 32.770  -1.4441
71 H 18.894 19.187 29.741  -0.2251
72 H 18.861 17.417 29.589  -0.2259
73 H 19.935 18.199 30.781  0.5191
74 H 18.148 17.274 32.043  0.5766
75 H 17.960 18.959 31.996  0.3245
76 H 16.314 17.255 30.091  0.3275
77 H 16.146 18.940 30.485  -0.4599
78 H 15.508 16.609 32.371  0.3352
79 H 15.649 18.252 32.925  0.3983
80 H 13.821 18.893 31.202  0.1529
81 H 13.745 17.142 30.882  0.1320
82 H 13.228 16.816 33.330  0.3424
83 H 12.898 18.582 33.422  0.3495
84 H 11.971 17.507 32.337  0.3793
85 C 19.588 13.762 14.138  -1.2921
86 C 18.765 14.828 14.869  -0.5408
87 C 19.405 15.450 16.088  -0.2512
88 C 18.786 16.802 16.576  -1.2006
89 C 19.665 17.377 17.639  0.7999
90 C 19.058 18.554 18.400  -0.7134
91 H 20.257 14.315 13.478  0.3207
92 H 19.132 13.030 13.472  0.3622
93 H 20.251 13.133 14.731  0.3130
94 H 18.515 15.613 14.155  0.3509
95 H 17.816 14.431 15.228  0.3268
96 H 20.446 15.665 15.844  0.2903
97 H 19.352 14.740 16.914  0.1806
98 H 18.612 17.432 15.704  0.4692
99 H 17.775 16.642 16.953  0.3469
100 H 20.034 16.545 18.239  -0.2920
101 H 20.645 17.611 17.222  0.1908
102 H 19.715 18.829 19.224  -0.4726
103 H 19.108 19.407 17.723  0.4478
104 H 18.064 18.440 18.833  0.4574
105 C 18.956 16.432 21.827  -0.2945
106 C 19.097 15.175 20.999  -0.1406
107 C 18.690 13.949 21.851  -0.0020
108 C 18.652 12.588 21.070  -1.0600
109 C 18.131 11.403 21.925  -0.0472
110 C 18.042 10.076 21.102  -1.5251
111 H 19.428 17.273 21.318  -0.0187
112 H 19.312 16.431 22.857  -0.1236
113 H 17.905 16.666 21.996  0.2366
114 H 18.454 15.272 20.125  0.3508
115 H 20.103 15.114 20.584  -0.3077
116 H 17.760 14.009 22.417  0.5065
117 H 19.517 13.896 22.558  -0.1178
118 H 18.040 12.688 20.174  0.4211
119 H 19.644 12.332 20.698  0.2827
120 H 18.747 11.204 22.802  0.2419
121 H 17.113 11.660 22.219  0.3169
122 H 18.994 9.571 20.939  0.3485
123 H 17.515 9.286 21.637  0.4228
124 H 17.493 10.203 20.169  0.3372
125 C 15.151 17.269 24.577  -1.1453
126 C 14.878 17.892 25.923  1.0932
127 C 13.431 17.821 26.463  -0.7325
128 C 13.213 18.298 27.904  0.8447
129 C 11.818 17.932 28.469  -0.5959
130 C 10.670 18.639 27.718  -1.2423
131 H 14.917 16.205 24.551  0.4010
132 H 16.196 17.336 24.276  0.1518
133 H 14.509 17.693 23.804  0.0667
134 H 15.517 17.432 26.678  0.3277
135 H 15.145 18.946 26.004  -0.6803
136 H 13.146 16.773 26.364  0.4319
137 H 12.825 18.357 25.733  0.0317
138 H 13.939 17.879 28.601  -0.4154
139 H 13.370 19.375 27.962  -0.1431
140 H 11.747 16.845 28.470  0.4688
141 H 11.687 18.184 29.522  0.1200
142 H 9.700 18.413 28.159  0.4244
143 H 10.844 19.714 27.663  0.2563
144 H 10.717 18.304 26.681  0.2868
145 C 27.953 17.591 25.547  -1.3078
146 C 26.659 16.716 25.593  -0.4044
147 C 26.094 16.460 24.218  -0.0561
148 C 24.701 15.805 24.135  -0.8466
149 C 23.660 16.711 24.745  1.2446
150 C 22.273 16.302 24.292  -0.8796
151 H 28.860 17.067 25.245  0.3731
152 H 28.131 18.098 26.495  0.4122
153 H 27.808 18.467 24.914  0.1538
154 H 26.828 15.775 26.116  0.5598
155 H 25.944 17.154 26.290  0.0907
156 H 26.721 15.803 23.616  0.5357
157 H 26.075 17.392 23.653  -0.3313
158 H 24.412 15.483 23.135  0.0520
159 H 24.870 14.951 24.791  0.5458
160 H 23.698 16.659 25.833  0.6876
161 H 23.924 17.723 24.436  -1.2159
162 H 21.525 17.025 24.618  -0.4856
163 H 22.209 16.218 23.207  0.2388
164 H 21.911 15.428 24.833  0.6004
165 C 24.600 21.821 12.191  -1.2642
166 C 23.601 21.021 13.065  -0.3705
167 C 23.647 21.438 14.546  -0.7681
168 C 22.585 20.755 15.442  -0.7482
169 C 22.851 21.013 16.963  0.1871
170 C 22.659 22.508 17.378  -0.9079
171 H 24.566 21.530 11.141  0.3762
172 H 25.597 21.570 12.553  0.3109
173 H 24.478 22.888 12.381  0.3119
174 H 22.628 21.229 12.620  0.3694
175 H 23.756 19.946 12.978  0.3383
176 H 23.737 22.499 14.779  0.4063
177 H 24.601 21.001 14.840  0.2675
178 H 21.560 21.054 15.222  0.3897
179 H 22.664 19.690 15.226  0.2543
180 H 22.126 20.442 17.544  -0.0686
181 H 23.790 20.598 17.330  0.2589
182 H 23.490 23.145 17.075  0.4127
183 H 21.833 22.958 16.827  0.3812
184 H 22.488 22.542 18.454  -0.1218
185 C 12.675 20.796 24.159  -0.8295
186 C 12.519 20.198 22.742  -0.5184
187 C 13.563 20.694 21.730  -0.8608
188 C 14.985 20.297 21.994  0.3071
189 C 16.052 20.582 20.889  -1.2494
190 C 17.464 20.030 21.290  0.2399
191 H 11.926 20.587 24.923  0.4186
192 H 12.728 21.879 24.048  0.4255
193 H 13.605 20.474 24.628  -0.1297
194 H 12.469 19.117 22.876  0.2609
195 H 11.521 20.486 22.414  0.3838
196 H 13.442 21.772 21.621  0.3228
197 H 13.228 20.285 20.777  0.2727
198 H 15.412 20.638 22.938  0.1735
199 H 14.939 19.227 22.194  0.0379
200 H 15.815 20.148 19.917  0.3717
201 H 16.098 21.659 20.730  0.4450
202 H 18.106 20.295 20.450  0.1768
203 H 17.808 20.435 22.242  -0.1625
204 H 17.401 18.945 21.375  -0.0971
205 C 21.887 20.483 21.576  -0.7115
206 C 20.934 21.047 22.653  1.6787
207 C 20.523 19.840 23.540  1.1478
208 C 19.591 20.287 24.702  -0.9277
209 C 19.298 19.100 25.658  1.1207
210 C 18.336 19.616 26.719  -0.9905
211 H 22.606 19.781 21.998  -0.2348
212 H 22.538 21.179 21.046  0.4040
213 H 21.374 19.798 20.901  -0.3900
214 H 21.543 21.787 23.172  -1.3097
215 H 20.109 21.601 22.204  0.5546
216 H 21.388 19.334 23.968  -0.4564
217 H 19.976 19.027 23.063  -0.4353
218 H 20.064 21.076 25.287  -0.2163
219 H 18.616 20.626 24.351  0.9558
220 H 18.792 18.302 25.113  -0.0512
221 H 20.178 18.616 26.083  -0.0264
222 H 18.758 20.244 27.503  -0.1839
223 H 17.478 19.996 26.164  -0.1884
224 H 17.921 18.756 27.244  0.3691
225 C 17.897 23.256 31.617  -1.2362
226 C 16.928 22.321 30.878  -0.0637
227 C 16.675 22.740 29.416  -0.0011
228 C 15.629 21.814 28.826  -0.1084
229 C 15.417 22.095 27.281  1.0991
230 C 14.936 23.554 26.981  -1.4386
231 H 17.700 24.299 31.370  0.3132
232 H 18.935 23.134 31.308  0.2062
233 H 17.829 23.101 32.694  0.3864
234 H 17.264 21.284 30.888  -0.1962
235 H 16.002 22.313 31.453  0.4813
236 H 17.605 22.615 28.860  -0.1107
237 H 16.341 23.777 29.436  0.4366
238 H 15.990 20.786 28.877  -0.4254
239 H 14.663 21.882 29.326  0.5630
240 H 16.339 21.945 26.719  -0.6275
241 H 14.845 21.282 26.833  -0.2136
242 H 14.508 23.631 25.982  0.3482
243 H 14.190 23.901 27.697  0.3665
244 H 15.797 24.217 27.069  0.2289
245 C 17.714 24.929 22.708  -1.0941
246 C 17.193 25.543 24.013  -0.3491
247 C 18.390 25.861 24.976  -0.7585
248 C 18.920 24.676 25.821  1.7063
249 C 19.920 25.025 26.893  1.1665
250 C 19.318 25.847 28.064  -1.2619
251 H 17.955 23.867 22.752  0.0743
252 H 18.502 25.506 22.224  0.3011
253 H 16.913 24.909 21.970  0.5040
254 H 16.647 26.468 23.830  0.3343
255 H 16.534 24.826 24.504  0.0162
256 H 18.170 26.721 25.609  0.5713
257 H 19.196 26.191 24.321  0.0690
258 H 18.104 24.075 26.221  -0.7165
259 H 19.286 23.965 25.080  -0.6647
260 H 20.278 24.089 27.324  -0.4194
261 H 20.801 25.496 26.457  -0.3578
262 H 18.533 25.309 28.596  0.0971
263 H 20.058 26.007 28.847  0.4597
264 H 18.824 26.731 27.661  0.3530
265 C 21.409 21.660 29.842  -1.8624
266 C 21.788 21.528 28.404  1.4221
267 C 22.685 20.294 28.182  -1.1977
268 C 23.077 20.148 26.677  1.4000
269 C 24.149 21.148 26.236  -0.1405
270 C 24.890 20.450 25.067  -0.1922
271 H 22.190 22.224 30.351  0.5179
272 H 21.458 20.742 30.429  0.4470
273 H 20.474 22.211 29.936  0.1253
274 H 20.895 21.411 27.789  -0.5115
275 H 22.342 22.401 28.058  0.1006
276 H 22.014 19.457 28.379  0.2050
277 H 23.528 20.145 28.857  0.3965
278 H 23.453 19.140 26.507  -0.3133
279 H 22.247 20.338 25.996  -0.7912
280 H 23.755 22.136 26.000  -0.3102
281 H 24.828 21.319 27.071  0.5583
282 H 25.286 19.450 25.247  0.1046
283 H 24.207 20.404 24.218  -0.4357
284 H 25.661 21.145 24.736  0.2700

- Kohn-Sham gap (Ha) = 0.359
- 2S+1 = 1